Below is C28H31ClN6O6PdSTe as an isolated structure, with properties calculated with ωB97M-V/def2-TZVPD.

Structure (XYZ):
```
75
Properties=species:S:1:pos:R:3:forces:R:3:lowdin_spin:R:1
Pd 0.929 0.081 0.192 0.260 0.070 0.164 1.51
S 4.908 -2.224 -5.804 0.023 0.039 0.078 0.00
N 4.493 -3.020 -4.468 -0.019 -0.035 -0.064 0.00
C 3.769 -2.190 -3.736 0.055 0.087 -0.123 0.00
C 3.194 -2.496 -2.445 -0.082 0.061 0.148 0.00
C 3.352 -3.725 -1.799 -0.044 0.040 0.038 0.00
C 2.780 -3.904 -0.559 0.040 -0.075 -0.036 0.00
C 2.066 -2.857 0.010 -0.091 0.052 0.079 0.01
N 1.907 -1.689 -0.596 0.042 0.035 -0.063 0.09
C 2.455 -1.491 -1.810 0.050 0.021 -0.075 0.01
C 2.265 -0.176 -2.440 -0.008 0.016 -0.059 0.01
N 1.524 0.734 -1.778 0.024 -0.249 -0.128 0.11
C 1.351 1.941 -2.291 -0.034 0.017 0.101 0.01
C 1.899 2.315 -3.513 0.028 0.024 -0.087 0.01
C 2.647 1.399 -4.218 -0.028 0.008 0.050 -0.01
C 2.839 0.125 -3.680 -0.099 0.002 0.165 0.00
C 3.604 -0.915 -4.333 0.084 -0.132 -0.006 0.00
N 4.208 -0.806 -5.505 -0.033 -0.024 -0.063 0.00
H 3.921 -4.511 -2.278 0.012 0.014 -0.022 0.00
H 2.882 -4.836 -0.021 0.004 -0.001 -0.008 0.00
H 1.609 -2.957 0.988 0.009 -0.010 -0.004 0.00
H 0.766 2.636 -1.702 -0.002 -0.002 0.015 0.00
H 1.734 3.315 -3.889 0.000 -0.004 -0.001 0.00
H 3.089 1.647 -5.174 0.009 -0.016 -0.004 0.00
O -1.126 -0.725 -0.091 -0.268 0.087 -0.043 0.07
C -1.857 -1.689 0.281 0.274 -0.243 -0.153 0.01
C -1.980 -2.883 -0.632 -0.025 0.016 0.003 0.00
C -2.220 -4.228 0.054 -0.010 0.000 -0.009 0.00
C -3.684 -4.471 0.413 0.005 -0.019 -0.014 0.00
C -4.350 -3.253 1.053 0.027 0.002 0.009 0.00
C -3.454 -2.541 2.056 -0.018 -0.022 0.056 0.00
N -2.486 -1.619 1.441 0.056 0.181 0.087 0.02
H -1.054 -2.893 -1.208 0.002 0.019 0.012 0.00
H -2.775 -2.666 -1.353 0.006 -0.005 -0.004 0.00
H -1.596 -4.289 0.951 0.006 0.008 -0.001 0.00
H -1.870 -5.022 -0.605 -0.008 0.004 -0.003 0.00
H -3.743 -5.324 1.092 -0.009 0.011 0.011 0.00
H -4.242 -4.754 -0.482 0.009 0.008 -0.005 0.00
H -5.260 -3.563 1.567 0.003 0.004 0.005 0.00
H -4.666 -2.532 0.293 0.003 0.003 -0.006 0.00
H -2.920 -3.259 2.683 -0.006 -0.005 -0.004 0.00
H -4.053 -1.923 2.723 -0.008 0.006 -0.012 0.00
H -2.241 -0.795 1.985 -0.057 -0.049 0.000 0.00
Te -2.881 1.637 -0.280 -0.013 0.089 -0.018 1.43
C -3.285 3.582 0.201 -0.077 0.147 0.085 0.15
C -2.870 4.136 1.423 0.020 -0.067 -0.038 0.06
C -3.198 5.445 1.711 -0.031 0.041 -0.031 0.00
C -3.926 6.202 0.796 -0.006 0.024 -0.004 0.08
C -4.337 5.655 -0.416 0.004 0.061 0.043 0.00
C -4.023 4.347 -0.721 0.034 -0.104 -0.028 0.08
H -2.317 3.546 2.140 -0.035 0.031 -0.028 0.00
H -2.892 5.882 2.652 0.007 -0.006 0.007 0.00
H -4.179 7.227 1.032 0.001 -0.002 0.002 0.00
H -4.905 6.251 -1.117 -0.003 -0.004 -0.004 0.00
H -4.352 3.923 -1.662 0.011 -0.018 0.010 0.01
C 3.887 2.084 4.048 -0.017 -0.005 -0.055 0.00
N 3.380 2.091 2.672 0.014 -0.033 0.050 0.02
C 3.007 3.395 2.129 0.034 -0.028 0.033 0.00
C 3.241 0.989 1.954 0.011 0.031 -0.030 0.01
C 3.639 -0.343 2.522 0.022 0.016 -0.004 0.00
O 2.796 1.042 0.772 -0.063 -0.030 0.044 0.07
H 3.814 3.095 4.437 -0.003 0.000 0.001 0.00
H 4.932 1.779 4.081 0.004 0.003 0.024 0.00
H 3.286 1.433 4.679 0.018 -0.003 0.018 0.00
H 3.870 4.059 2.172 -0.009 0.012 -0.017 0.00
H 2.201 3.814 2.731 -0.008 0.016 -0.015 0.00
H 2.681 3.279 1.103 -0.005 0.016 -0.003 0.00
H 4.222 -0.290 3.435 0.007 0.012 0.000 0.00
H 4.216 -0.865 1.759 -0.019 -0.013 0.002 0.00
H 2.737 -0.920 2.726 -0.045 0.007 0.011 0.00
O 0.273 0.165 2.583 0.307 -0.367 0.170 0.04
Cl -0.401 1.440 2.468 -0.130 0.302 -0.668 0.01
O 0.003 2.371 3.443 0.210 0.017 0.196 0.01
O -0.072 1.945 1.110 0.010 0.073 0.069 0.09
O -1.825 1.231 2.505 -0.431 -0.157 0.150 0.07
```
Forces are in eV/Å.

Output
Energy: -3119.0992 hartree
Highest occupied orbital energy (spin up / spin down): -13.99 / -13.99 eV
Energy relative to the best compared isomer or geometry (same formula, charge and spin): 0.077 eV
M: 849.13 g/mol
LUMO (spin up / spin down): -5.54 / -8.04 eV
Kohn-Sham gap (spin up / spin down): 8.46 / 5.94 eV
Multiplicity: 5
Net charge: +2

---

Below is an isolated molecule of C4H9NO2 at a distorted geometry, with properties calculated with ωB97M-V/def2-TZVPD.

Structure (XYZ):
```
16
Properties=species:S:1:pos:R:3:forces:R:3:nbo_charge:R:1
C -2.544 -0.310 -0.127 0.096 0.352 -0.217 -0.25
O -1.490 -0.003 0.757 1.439 1.397 -0.390 -0.63
C 0.085 0.268 0.027 -5.496 -0.570 2.042 0.36
C 0.505 1.660 -0.078 0.138 0.113 -0.113 -0.70
C 0.184 -0.990 -0.077 6.198 0.177 -2.363 0.05
O 1.788 -0.888 -0.737 -2.056 -1.093 0.260 -0.49
N 2.808 -1.033 0.217 0.133 -0.118 0.263 -0.51
H -3.484 0.033 0.322 0.135 -0.053 0.005 0.19
H -2.628 -1.392 -0.297 0.039 0.061 -0.072 0.15
H -2.442 0.196 -1.099 -0.004 -0.117 0.102 0.16
H 1.287 1.760 -0.834 -0.050 -0.092 0.124 0.26
H -0.352 2.274 -0.367 0.054 -0.144 0.047 0.26
H 0.872 2.025 0.885 -0.039 -0.058 -0.072 0.25
H -0.125 -2.011 -0.132 -0.472 0.115 0.378 0.26
H 2.432 -1.491 1.046 0.083 0.048 -0.106 0.33
H 3.105 -0.098 0.495 -0.199 -0.017 0.112 0.32
```
Forces are in eV/Å.

Output
Energy: -362.8012 hartree
Highest occupied orbital energy: -8.32 eV
Energy relative to the best compared isomer or geometry (same formula, charge and spin): 7.737 eV
M: 103.12 g/mol
LUMO: 0.82 eV
Kohn-Sham gap: 9.14 eV
SMILES string: CO/C(C)=C/ON

---

Below is an isolated molecule of C18H21ClN2O4S at a distorted geometry, with properties calculated with ωB97M-V/def2-TZVPD.

Structure (XYZ):
```
47
Properties=species:S:1:pos:R:3:forces:R:3:nbo_charge:R:1
C -2.321 1.091 -3.590 0.182 0.167 0.073 -0.67
C -1.049 0.882 -2.857 -0.357 -0.935 0.819 0.30
O 0.067 1.538 -3.244 0.194 0.246 -0.215 -0.40
C 1.031 1.174 -2.367 -0.527 -0.744 0.801 0.46
C 2.363 1.720 -2.504 0.356 0.282 -0.215 -0.07
C 2.633 2.582 -3.571 -0.003 -0.085 0.114 -0.18
C 3.887 3.128 -3.745 0.037 0.029 -0.026 -0.22
C 4.904 2.822 -2.852 -0.054 -0.018 0.002 -0.19
C 4.658 1.973 -1.789 -0.027 -0.004 -0.009 -0.23
C 3.398 1.422 -1.610 -0.162 0.150 -0.274 -0.02
Cl 3.145 0.374 -0.274 0.460 -0.140 0.391 0.05
N 0.595 0.335 -1.472 0.540 0.269 -0.336 -0.46
C -0.722 0.123 -1.764 -0.147 0.644 -1.433 0.04
C -1.570 -0.701 -0.890 0.202 0.541 0.688 -0.67
S -1.792 0.287 0.640 -0.314 0.305 0.109 2.16
O -2.884 -0.257 1.411 -0.027 -0.375 -0.006 -0.97
O -1.898 1.676 0.284 0.344 0.112 -0.167 -0.94
C -0.243 0.005 1.557 -0.594 -0.146 -0.750 -0.76
C -0.282 -1.435 2.023 0.044 0.108 0.300 0.66
O 0.340 -2.316 1.464 0.172 -0.159 -0.241 -0.62
N -1.072 -1.630 3.095 -0.103 -0.025 0.408 -0.61
C -1.403 -2.962 3.565 0.238 -0.388 -0.007 -0.06
C -2.627 -3.523 2.835 0.065 0.122 -0.040 -0.41
C -3.797 -2.788 3.488 -0.088 -0.072 -0.065 -0.42
C -3.373 -2.571 4.952 -0.112 0.017 0.102 -0.42
C -1.869 -2.896 5.019 0.086 0.002 -0.011 -0.41
H -2.813 0.140 -3.781 -0.033 -0.015 -0.058 0.23
H -2.990 1.713 -2.996 -0.080 0.058 -0.051 0.24
H -2.120 1.591 -4.533 -0.086 -0.012 -0.086 0.24
H 1.836 2.814 -4.260 -0.040 0.031 -0.060 0.23
H 4.075 3.791 -4.575 0.010 0.055 -0.070 0.22
H 5.888 3.246 -2.983 0.090 0.030 0.002 0.22
H 5.440 1.729 -1.088 0.051 -0.040 0.079 0.23
H -1.077 -1.617 -0.577 -0.003 -0.193 -0.045 0.28
H -2.552 -0.893 -1.308 -0.172 0.018 0.163 0.26
H 0.560 0.173 0.843 0.083 -0.017 0.046 0.30
H -0.216 0.724 2.369 -0.164 0.129 0.029 0.26
H -1.747 -0.912 3.314 0.114 0.099 -0.087 0.41
H -0.512 -3.576 3.419 -0.126 0.064 0.061 0.23
H -2.573 -3.349 1.762 0.040 -0.089 -0.082 0.22
H -2.690 -4.597 3.015 0.017 -0.074 -0.011 0.20
H -4.723 -3.354 3.413 -0.063 0.059 -0.048 0.21
H -3.945 -1.833 2.982 -0.071 -0.027 0.009 0.22
H -3.932 -3.223 5.622 -0.027 0.071 0.054 0.21
H -3.567 -1.544 5.262 -0.062 0.011 0.076 0.20
H -1.307 -2.154 5.584 0.083 -0.047 0.055 0.22
H -1.711 -3.867 5.488 0.034 -0.011 0.011 0.21
```
Forces are in eV/Å.

Output
Energy: -1967.3814 hartree
Highest occupied orbital energy: -8.43 eV
Energy relative to the best compared isomer or geometry (same formula, charge and spin): 0.142 eV
M: 396.90 g/mol
LUMO: 0.34 eV
Kohn-Sham gap: 8.77 eV
SMILES string: Cc1oc(-c2ccccc2Cl)nc1CS(=O)(=O)CC(=O)NC1CCCC1

---

> M of number 1 (C28H31ClN6O6PdSTe)?

849.13 g/mol

---

> Among the records above, which one has the lowest energy?

C28H31ClN6O6PdSTe

---

> Among the records above, which one has the lowest energy?

C28H31ClN6O6PdSTe

---

Please write out number 2 again, unchanged.
Below is an isolated molecule of C4H9NO2 at a distorted geometry, with properties calculated with ωB97M-V/def2-TZVPD.

Structure (XYZ):
```
16
Properties=species:S:1:pos:R:3:forces:R:3:nbo_charge:R:1
C -2.544 -0.310 -0.127 0.096 0.352 -0.217 -0.25
O -1.490 -0.003 0.757 1.439 1.397 -0.390 -0.63
C 0.085 0.268 0.027 -5.496 -0.570 2.042 0.36
C 0.505 1.660 -0.078 0.138 0.113 -0.113 -0.70
C 0.184 -0.990 -0.077 6.198 0.177 -2.363 0.05
O 1.788 -0.888 -0.737 -2.056 -1.093 0.260 -0.49
N 2.808 -1.033 0.217 0.133 -0.118 0.263 -0.51
H -3.484 0.033 0.322 0.135 -0.053 0.005 0.19
H -2.628 -1.392 -0.297 0.039 0.061 -0.072 0.15
H -2.442 0.196 -1.099 -0.004 -0.117 0.102 0.16
H 1.287 1.760 -0.834 -0.050 -0.092 0.124 0.26
H -0.352 2.274 -0.367 0.054 -0.144 0.047 0.26
H 0.872 2.025 0.885 -0.039 -0.058 -0.072 0.25
H -0.125 -2.011 -0.132 -0.472 0.115 0.378 0.26
H 2.432 -1.491 1.046 0.083 0.048 -0.106 0.33
H 3.105 -0.098 0.495 -0.199 -0.017 0.112 0.32
```
Forces are in eV/Å.

Output
Energy: -362.8012 hartree
Highest occupied orbital energy: -8.32 eV
Energy relative to the best compared isomer or geometry (same formula, charge and spin): 7.737 eV
M: 103.12 g/mol
LUMO: 0.82 eV
Kohn-Sham gap: 9.14 eV
SMILES string: CO/C(C)=C/ON